Record 1
Computed, not measured: 4 unconnected molecules or ions with the total composition CH9NO5, with ωB97M-V with the def2-TZVPD basis set.

Geometry as XYZ:
```
16
CH9NO5 ωB97M-V with the def2-TZVPD basis set
N 1.092 -0.853 -1.312
O 1.494 2.077 -1.786
H 1.236 -1.810 -1.583
O 1.004 -1.627 0.821
O -0.012 0.287 0.303
H -0.351 0.208 1.201
H 1.964 2.433 -1.050
O -3.008 -0.335 -0.851
C 0.770 -0.770 -0.001
H -0.163 -0.912 2.610
H -2.335 -0.655 -0.264
H 0.995 -0.124 -1.978
H 1.907 2.160 -2.614
H -0.255 -0.054 3.824
O -0.767 -0.271 3.017
H -3.571 0.247 -0.338
```

Output
LUMO = 0.517 eV
Max |F| = 0.04847 Eh/bohr
SMILES = NC(=O)O.O.O.O
Charge = 0
Highest occupied orbital energy = -10.3971 eV
Kohn-Sham gap = 10.91 eV



Record 2
Computed, not measured: 4 unconnected molecules or ions with the total composition CH9O4, with ωB97M-V with the def2-TZVPD basis set.

Geometry as XYZ:
```
14
CH9O4 ωB97M-V with the def2-TZVPD basis set
O 0.064 -0.223 -0.408
H 0.491 1.812 -1.616
C 0.716 -1.045 -1.333
H 1.347 -0.502 -2.059
O 0.382 2.321 -0.826
O -0.040 0.954 2.068
H 0.617 1.656 2.100
H 0.194 0.452 1.263
O -1.288 -2.007 0.466
H -0.111 -1.582 -1.954
H 1.424 -1.755 -0.811
H 0.126 1.554 -0.258
H -0.623 -2.418 0.980
H -0.712 -1.300 -0.052
```

Output
LUMO = 4.171 eV
Max |F| = 0.03475 Eh/bohr
Charge = -1
Highest occupied orbital energy = -4.3182 eV
Kohn-Sham gap = 8.49 eV



Record 3
Computed, not measured: 4 unconnected molecules or ions with the total composition CH9O4, with ωB97M-V with the def2-TZVPD basis set.

Geometry as XYZ:
```
14
CH9O4 ωB97M-V with the def2-TZVPD basis set
H -1.504 0.919 1.174
H -0.480 -0.203 -0.415
H 1.164 1.036 1.595
C 0.846 -1.354 -1.430
H -2.054 0.515 -0.720
O -1.514 1.455 2.001
O 1.897 0.518 1.246
H -1.154 2.324 1.816
O -1.887 -0.262 -0.179
O 0.493 -0.069 -0.894
H 1.084 -2.034 -0.580
H -0.060 -1.722 -1.909
H 1.450 0.195 0.373
H 1.721 -1.318 -2.079
```

Output
LUMO = 4.223 eV
Max |F| = 0.03605 Eh/bohr
Charge = -1
Highest occupied orbital energy = -4.6020 eV
Kohn-Sham gap = 8.82 eV



Record 4
Computed, not measured: 4 unconnected molecules or ions with the total composition CH9O4, with ωB97M-V with the def2-TZVPD basis set.

Geometry as XYZ:
```
14
CH9O4 ωB97M-V with the def2-TZVPD basis set
H -1.955 0.180 0.567
H -0.294 -2.537 0.083
O -2.178 1.090 0.793
C 1.829 -0.218 -1.397
H -0.557 -1.233 -0.577
H 2.235 -1.222 -1.573
O 0.424 1.568 1.118
H -1.316 1.475 1.055
O -1.020 -2.077 -0.345
H 1.367 0.106 -2.345
H 2.646 0.496 -1.201
H 0.792 0.821 0.421
H 0.607 1.219 1.994
O 0.951 -0.292 -0.316
```

Output
LUMO = 4.232 eV
Max |F| = 0.01775 Eh/bohr
Charge = -1
Highest occupied orbital energy = -4.3816 eV
Kohn-Sham gap = 8.61 eV



Record 5
Computed, not measured: a molecular structure, CHBeLiO3, with ωB97M-V with the def2-TZVPD basis set.

Geometry as XYZ:
```
7
CHBeLiO3 ωB97M-V with the def2-TZVPD basis set
Be -0.988 0.295 -0.918
O -1.303 0.439 1.018
O 1.214 -0.265 0.320
C -0.318 0.275 1.622
H 0.484 -0.880 0.927
Li 0.049 0.639 -2.167
O 0.861 -0.501 -0.804
```

Output
LUMO (spin up / spin down) = -5.493 / -7.041 eV
Max |F| = 0.24909 Eh/bohr
<S²> = 0.758
Charge = +1
Highest occupied orbital energy (spin up / spin down) = -13.6992 / -14.3916 eV
Spin multiplicity = 2
Kohn-Sham gap (spin up / spin down) = 8.21 / 7.35 eV



Record 6
Computed, not measured: 2 unconnected molecules or ions with the total composition CHBr2FO, with ωB97M-V with the def2-TZVPD basis set.

Geometry as XYZ:
```
6
CHBr2FO ωB97M-V with the def2-TZVPD basis set
Br 2.701 1.236 -1.991
O 0.628 0.409 -0.347
C 1.098 0.419 -1.415
F 0.423 0.037 -2.472
H 0.669 -2.780 1.274
Br 0.802 -2.827 -0.115
```

Output
LUMO (spin up / spin down) = 0.584 / -4.664 eV
Max |F| = 0.22273 Eh/bohr
<S²> = 2.011
Charge = 0
Highest occupied orbital energy (spin up / spin down) = -6.1746 / -10.9820 eV
Spin multiplicity = 3
Kohn-Sham gap (spin up / spin down) = 6.76 / 6.32 eV



Record 7
Computed, not measured: 2 unconnected molecules or ions with the total composition CHBr2FS, with ωB97M-V with the def2-TZVPD basis set.

Geometry as XYZ:
```
6
CHBr2FS ωB97M-V with the def2-TZVPD basis set
F -1.035 -0.807 -4.403
C -0.202 0.227 -4.351
H 1.508 1.812 -0.514
Br 1.138 -0.291 -1.916
Br -1.037 1.835 -4.041
S 0.592 0.785 -0.153
```

Output
LUMO = -0.561 eV
Max |F| = 0.04786 Eh/bohr
Charge = 0
Highest occupied orbital energy = -9.0392 eV
Kohn-Sham gap = 8.48 eV



Record 8
Computed, not measured: 2 unconnected molecules or ions with the total composition CHBr2O2P, with ωB97M-V with the def2-TZVPD basis set.

Geometry as XYZ:
```
7
CHBr2O2P ωB97M-V with the def2-TZVPD basis set
C -1.585 -0.086 -0.525
O -2.618 -0.179 -1.141
Br 2.649 -1.525 0.275
Br 2.205 1.828 0.299
P 1.498 0.019 1.284
H -1.764 0.014 0.621
O -0.385 -0.070 -0.812
```

Output
LUMO = -3.635 eV
Max |F| = 0.10360 Eh/bohr
Charge = 0
Highest occupied orbital energy = -8.6435 eV
Kohn-Sham gap = 5.01 eV



Record 9
Computed, not measured: a molecular structure, CHBrCl3Zr, with ωB97M-V with the def2-TZVPD basis set.

Geometry as XYZ:
```
7
CHBrCl3Zr ωB97M-V with the def2-TZVPD basis set
Cl 2.092 -0.786 1.332
H 0.370 -0.307 -0.158
Zr -4.389 -0.431 -1.356
Cl 2.288 0.509 -1.304
Br -2.402 -0.858 0.319
C 1.286 0.191 0.157
Cl 0.755 1.682 1.010
```

Output
LUMO = -18.056 eV
Max |F| = 0.08392 Eh/bohr
Charge = +3
Highest occupied orbital energy = -20.8596 eV
Kohn-Sham gap = 2.80 eV



Record 10
Computed, not measured: a molecular structure, CHBrClO4S, with ωB97M-V with the def2-TZVPD basis set.

Geometry as XYZ:
```
9
CHBrClO4S ωB97M-V with the def2-TZVPD basis set
Cl -1.889 0.469 0.349
C -0.402 -0.242 0.914
S -0.014 1.163 3.209
O 0.722 -0.165 0.033
O -1.259 0.953 4.004
O 1.247 0.683 3.731
O 0.051 2.449 2.568
Br -0.885 -2.096 1.475
H 0.964 -1.020 -0.413
```

Output
LUMO (spin up / spin down) = 3.058 / 3.056 eV
Max |F| = 0.05356 Eh/bohr
Charge = -1
Highest occupied orbital energy (spin up / spin down) = -4.2318 / -4.2269 eV
Kohn-Sham gap (spin up / spin down) = 7.29 / 7.28 eV



Record 11
Computed, not measured: 2 unconnected molecules or ions with the total composition CHBrN2, with ωB97M-V with the def2-TZVPD basis set.

Geometry as XYZ:
```
5
CHBrN2 ωB97M-V with the def2-TZVPD basis set
N 2.360 0.290 0.833
N 1.985 1.006 0.088
C -1.390 -1.021 -0.147
Br -1.960 0.642 0.425
H -0.995 -0.917 -1.200
```

Output
LUMO = -1.183 eV
Max |F| = 0.03041 Eh/bohr
Charge = 0
Highest occupied orbital energy = -9.1767 eV
Kohn-Sham gap = 7.99 eV



Record 12
Computed, not measured: a gas-phase ion, CHBrN5 (charge -1), with ωB97M-V with the def2-TZVPD basis set.

Geometry as XYZ:
```
8
CHBrN5 ωB97M-V with the def2-TZVPD basis set
N 0.812 1.754 0.273
N -0.180 0.080 -1.117
N 0.314 1.210 -1.040
N 0.221 0.665 2.279
N 0.528 1.172 1.294
Br -0.452 -2.154 0.863
C -0.396 -1.097 -0.918
H -0.846 -1.631 -1.636
```

Output
LUMO (spin up / spin down) = 3.928 / 2.853 eV
Max |F| = 0.07188 Eh/bohr
<S²> = 2.046
Charge = -1
Highest occupied orbital energy (spin up / spin down) = -0.6390 / -4.1001 eV
Spin multiplicity = 3
Kohn-Sham gap (spin up / spin down) = 4.57 / 6.95 eV



Record 13
Computed, not measured: 2 unconnected molecules or ions with the total composition CHBrOS2, with ωB97M-V with the def2-TZVPD basis set.

Geometry as XYZ:
```
6
CHBrOS2 ωB97M-V with the def2-TZVPD basis set
H -0.200 1.889 -0.294
Br 0.820 0.775 0.269
C 3.925 -0.411 0.010
S 3.710 -1.594 -0.972
O 1.359 0.172 -1.188
S 4.041 0.879 0.882
```

Output
LUMO = -0.394 eV
Max |F| = 0.06216 Eh/bohr
Charge = 0
Highest occupied orbital energy = -9.0936 eV
Kohn-Sham gap = 8.70 eV



Record 14
Computed, not measured: 2 unconnected molecules or ions with the total composition CHCl2NO2, with ωB97M-V with the def2-TZVPD basis set.

Geometry as XYZ:
```
7
CHCl2NO2 ωB97M-V with the def2-TZVPD basis set
N 0.967 -1.594 -0.541
O 1.252 -3.038 1.321
H -1.045 0.017 -1.179
Cl -0.304 -1.224 -1.476
Cl 2.252 -0.500 -0.647
C 0.141 -2.856 1.315
O -1.008 -2.864 1.286
```

Output
LUMO = -0.445 eV
Max |F| = 0.08176 Eh/bohr
Charge = 0
Highest occupied orbital energy = -9.0124 eV
Kohn-Sham gap = 8.57 eV



Record 15
Computed, not measured: CHCl2NO2 in the gas phase, with ωB97M-V with the def2-TZVPD basis set.

Geometry as XYZ:
```
7
CHCl2NO2 ωB97M-V with the def2-TZVPD basis set
Cl -0.361 -2.308 0.092
O 1.107 2.083 1.090
N 1.579 1.100 0.610
Cl -1.112 -0.278 -1.884
O 0.826 0.233 -0.134
H -1.317 -0.252 0.507
C -0.722 -0.577 -0.281
```

Output
LUMO = -0.450 eV
Max |F| = 0.07165 Eh/bohr
SMILES = O=NOC(Cl)Cl
Charge = 0
Highest occupied orbital energy = -10.0803 eV
Kohn-Sham gap = 9.63 eV



Record 16
Computed, not measured: 2 unconnected molecules or ions with the total composition CHCl2NO3, with ωB97M-V with the def2-TZVPD basis set.

Geometry as XYZ:
```
8
CHCl2NO3 ωB97M-V with the def2-TZVPD basis set
H -2.420 -0.776 0.592
Cl -2.350 1.514 0.975
O 3.091 -0.491 -0.330
O 1.316 -0.210 0.906
N 1.955 -0.190 -0.134
Cl -0.955 -0.081 -1.096
O 1.329 0.169 -1.158
C -1.966 0.066 0.245
```

Output
LUMO (spin up / spin down) = -1.765 / -3.133 eV
Max |F| = 0.07155 Eh/bohr
Charge = 0
Highest occupied orbital energy (spin up / spin down) = -10.4122 / -8.8268 eV
Kohn-Sham gap (spin up / spin down) = 8.65 / 5.69 eV



Record 17
Computed, not measured: a molecular structure, CHCl2O2S, with ωB97M-V with the def2-TZVPD basis set.

Geometry as XYZ:
```
7
CHCl2O2S ωB97M-V with the def2-TZVPD basis set
S 1.927 -0.104 -1.068
C -2.023 0.304 0.904
Cl -0.552 -0.249 -0.242
O 2.440 -1.420 -0.635
Cl -1.684 0.193 2.699
H -1.986 1.290 0.859
O 1.878 -0.012 -2.516
```

Output
LUMO (spin up / spin down) = 2.930 / 2.929 eV
Max |F| = 0.09396 Eh/bohr
Charge = -1
Highest occupied orbital energy (spin up / spin down) = -3.3527 / -3.3506 eV
Kohn-Sham gap (spin up / spin down) = 6.28 / 6.28 eV



Record 18
Computed, not measured: a molecular structure, CHCl2O2S, with ωB97M-V with the def2-TZVPD basis set.

Geometry as XYZ:
```
7
CHCl2O2S ωB97M-V with the def2-TZVPD basis set
H -2.362 -0.350 0.027
S 1.554 -0.070 -0.726
O 2.509 0.439 0.197
O 1.817 -1.483 -1.168
C -1.777 0.241 0.738
Cl -1.500 1.672 -0.256
Cl -0.240 -0.449 1.188
```

Output
LUMO (spin up / spin down) = 3.334 / 3.333 eV
Max |F| = 0.07688 Eh/bohr
Charge = -1
Highest occupied orbital energy (spin up / spin down) = -2.5061 / -2.5044 eV
Kohn-Sham gap (spin up / spin down) = 5.84 / 5.84 eV



Record 19
Computed, not measured: 2 unconnected molecules or ions with the total composition CHCl2O3S, with ωB97M-V with the def2-TZVPD basis set.

Geometry as XYZ:
```
8
CHCl2O3S ωB97M-V with the def2-TZVPD basis set
Cl -2.017 -1.230 -1.987
O -0.227 -0.548 1.009
O 0.005 1.817 1.732
Cl 0.889 -1.145 -1.842
S 0.589 0.508 1.781
H -0.590 0.592 -1.100
C -0.686 -0.481 -1.234
O 2.037 0.487 1.641
```

Output
LUMO (spin up / spin down) = 3.182 / 3.255 eV
Max |F| = 0.06404 Eh/bohr
Charge = -1
Highest occupied orbital energy (spin up / spin down) = -3.5848 / -4.2770 eV
Kohn-Sham gap (spin up / spin down) = 6.77 / 7.53 eV



Record 20
Computed, not measured: 2 unconnected molecules or ions with the total composition CHCl2O4S, with ωB97M-V with the def2-TZVPD basis set.

Geometry as XYZ:
```
9
CHCl2O4S ωB97M-V with the def2-TZVPD basis set
H 0.830 -1.573 1.653
Cl -0.551 2.283 0.399
Cl -1.995 0.734 -1.392
C -0.789 1.856 -1.170
O -0.755 -0.563 0.862
O 1.408 0.546 0.126
O 1.225 -1.846 0.831
O 0.159 -0.876 -1.339
S 0.467 -0.561 0.032
```

Output
LUMO = 3.302 eV
Max |F| = 0.03915 Eh/bohr
Charge = -1
Highest occupied orbital energy = -4.9647 eV
Kohn-Sham gap = 8.27 eV